Below is a molecular structure, C24H70AsF6N6O8 at a distorted geometry, with properties calculated with ωB97M-V/def2-TZVPD.

Computed properties:
ΔE to the lowest compared entry with this formula, charge and spin = 4.233 eV
gap between HOMO and LUMO = 9.6 eV
electronic energy = -128486.9019 eV
net charge = -1

Structure (XYZ):
```
115
Properties=species:S:1:pos:R:3:forces:R:3
As -1.200246 1.337072 -0.459023 0.757 0.561 -0.834
F -1.204807 -0.290467 -1.177473 -0.218 0.950 1.125
F -2.969410 1.454199 -0.419952 1.217 -0.459 0.197
F -1.088049 3.016937 0.076554 -0.190 -0.961 -0.098
F 0.604880 1.324229 -0.509345 -1.613 -0.179 0.062
F -1.275152 1.933976 -2.208588 0.234 -0.497 1.954
F -1.153887 0.741368 1.290482 -0.167 0.571 -2.426
O 5.545718 3.066778 -1.144368 0.228 0.047 -0.206
H 5.794733 3.116191 -0.221443 0.047 0.026 0.225
H 4.643174 2.748152 -1.132686 -0.316 -0.075 -0.020
O 0.047810 1.507464 -7.408447 -0.033 -0.068 -0.320
H 0.866337 1.923870 -7.138534 0.181 0.110 0.088
H -0.418384 1.341115 -6.589166 -0.157 -0.040 0.273
C 2.529434 -5.144296 0.415720 -0.807 -0.858 0.229
C 3.228473 -6.509499 0.524869 0.001 0.581 0.684
C 2.346320 -7.686991 0.059709 0.585 -0.101 -1.213
O 1.370248 -8.249202 0.887980 0.424 0.037 1.189
C 1.957525 -9.125941 1.850961 -0.603 -0.547 0.106
N 4.432844 -6.378603 -0.286596 -0.176 -0.398 -0.566
H 1.586420 -5.127842 0.962126 0.013 -0.084 0.238
H 2.217593 -5.065065 -0.625706 0.207 0.481 -0.191
H 3.123863 -4.293873 0.749710 0.151 -0.233 -0.239
H 3.595009 -6.673554 1.538201 -0.293 -0.111 0.264
H 2.981592 -8.496380 -0.300041 0.680 -0.309 0.366
H 1.897889 -7.422441 -0.897908 -0.648 0.502 0.099
H 2.500368 -9.945413 1.379906 0.158 0.002 -0.408
H 1.162867 -9.607535 2.420768 -0.258 0.230 -0.139
H 2.629885 -8.704141 2.598031 0.054 0.688 -0.225
H 4.098661 -6.135711 -1.208237 0.161 0.452 -0.450
H 4.837548 -7.289923 -0.447273 0.348 -0.315 0.252
C 4.929395 6.208169 6.223462 0.172 -0.868 0.379
C 3.836451 5.290108 5.668021 -0.355 -0.966 -0.206
C 2.658024 6.073694 5.000503 -0.270 -0.859 1.834
O 2.031821 7.025141 5.892329 -0.500 0.780 0.787
C 1.041442 6.651671 6.957481 1.500 -0.500 -2.010
N 4.341582 4.214660 4.775951 1.018 0.337 -1.101
H 5.672797 5.580671 6.715084 -0.019 -0.232 0.300
H 4.466933 6.808480 7.006955 0.155 0.312 -0.205
H 5.565803 6.793780 5.560033 -0.718 0.233 -0.505
H 3.571593 4.584441 6.455402 -1.171 1.321 1.183
H 1.875229 5.399631 4.652703 0.124 -0.323 -0.212
H 3.088124 6.591554 4.143222 -0.262 0.380 0.138
H 0.271929 6.028640 6.501646 0.114 -0.425 0.154
H 0.506551 7.520314 7.341476 0.608 0.383 -0.345
H 1.584928 6.165428 7.767594 -0.252 -0.199 0.018
H 5.035190 3.712502 5.311526 0.718 0.261 0.025
H 3.687140 3.453265 4.665983 -0.863 0.357 -0.257
C -0.430873 10.853806 -1.702329 0.432 0.115 1.218
C -0.286436 9.679467 -0.678963 -0.559 -0.876 0.253
C -1.290710 9.591354 0.567150 -0.243 1.553 -1.801
O -1.385999 10.893728 1.115820 0.257 -0.036 0.769
C -2.250573 11.003634 2.232263 0.608 -0.013 0.076
N -0.319125 8.435955 -1.459586 -0.494 -0.080 -0.073
H -0.296702 11.789760 -1.160037 -0.360 0.126 -0.064
H -1.346667 10.880152 -2.292842 -0.383 -0.209 0.483
H 0.350707 10.860796 -2.462056 0.316 -0.527 0.237
H 0.692885 9.672687 -0.200441 0.215 0.595 -0.176
H -1.022708 8.835788 1.305656 0.501 -0.058 0.002
H -2.299947 9.363653 0.224051 -0.199 -0.481 -0.365
H -1.909206 10.499458 3.136354 0.609 -0.359 0.015
H -3.225442 10.549362 2.055194 -0.367 0.452 -0.371
H -2.243100 12.061473 2.494980 -0.597 -0.024 -0.197
H -0.643709 7.659499 -0.901146 0.352 -0.327 0.382
H -1.066538 8.513328 -2.134467 -0.075 0.129 -0.394
C -4.810363 -3.832300 5.146006 -1.009 -0.111 -0.002
C -3.807413 -4.850853 4.696632 0.729 0.168 -1.573
C -3.901830 -5.269792 3.205097 -1.203 -0.893 -0.362
O -4.883019 -6.328619 2.905696 -0.182 1.126 1.482
C -4.340092 -7.620599 2.996873 0.220 -0.827 -1.474
N -2.498921 -4.231222 4.905160 0.606 -0.746 0.333
H -5.802813 -4.278436 5.081943 -0.159 0.082 0.404
H -4.880331 -2.915184 4.561094 0.454 -0.043 -0.326
H -4.535753 -3.540400 6.159656 -0.363 -0.094 0.101
H -3.988094 -5.764156 5.263490 0.584 0.004 0.458
H -2.994394 -5.661248 2.745275 0.588 0.273 0.552
H -4.165017 -4.369441 2.649949 -0.325 -0.165 -0.313
H -3.663688 -7.912320 3.800288 0.308 0.868 0.274
H -3.883096 -7.785110 2.021068 0.861 -0.278 0.043
H -5.054782 -8.443499 3.009151 -0.944 0.606 0.237
H -2.428835 -3.326576 4.461567 -0.424 0.282 0.005
H -1.790985 -4.772195 4.429478 0.270 -0.238 0.141
C -9.005436 -1.017292 -5.625509 -0.802 -1.349 0.782
C -8.955314 -1.289622 -4.097159 1.206 0.480 -0.737
C -7.511268 -1.763453 -3.787086 -0.927 -0.332 0.533
O -7.314274 -3.012963 -4.397003 0.080 0.440 -1.034
C -6.063759 -3.621010 -4.130184 -0.969 -0.312 0.168
N -9.263593 -0.031016 -3.420393 0.425 -0.145 -0.047
H -9.978108 -0.561406 -5.810393 0.234 0.227 -0.419
H -8.964035 -1.994747 -6.106111 -0.148 0.019 -0.226
H -8.154538 -0.472296 -6.034260 -0.134 0.420 0.377
H -9.699232 -2.023966 -3.788237 0.118 -0.198 -0.218
H -7.314482 -1.855076 -2.718922 -0.245 -0.042 0.466
H -6.834677 -0.973802 -4.113868 0.361 -0.006 -0.491
H -5.962253 -4.449724 -4.830912 0.059 0.061 -0.014
H -6.199372 -4.036084 -3.131472 0.909 -0.045 0.290
H -5.216156 -2.944917 -4.242341 0.005 0.081 0.224
H -9.138765 -0.151316 -2.425386 -0.154 -0.074 0.365
H -8.477356 0.546684 -3.681563 -0.002 0.785 -0.010
C 8.584521 -3.422459 -4.395550 -0.445 1.294 -0.263
C 7.510185 -2.273909 -4.318017 -0.476 -0.270 -0.033
C 6.191684 -2.459124 -5.165668 2.459 -0.192 -0.129
O 5.577771 -3.667999 -4.861287 0.514 0.017 1.580
C 4.374859 -3.820369 -5.531591 0.599 -0.400 -1.367
N 7.132736 -2.051158 -2.941946 0.218 -0.364 0.784
H 8.113580 -4.398438 -4.278201 0.229 0.013 -0.031
H 9.370214 -3.239756 -3.662479 -0.494 -0.110 0.654
H 9.204720 -3.349432 -5.288927 -0.615 -0.287 -0.596
H 7.967399 -1.325386 -4.599724 0.091 -0.059 -0.631
H 6.554984 -2.458245 -6.193350 -0.428 0.045 -0.652
H 5.508050 -1.625639 -5.004321 0.017 0.255 0.056
H 3.774312 -2.910770 -5.539973 -0.461 -0.144 0.556
H 3.912850 -4.747410 -5.192124 -0.354 0.411 0.127
H 4.689438 -3.954628 -6.566541 -0.577 -0.258 -0.629
H 6.792058 -2.929839 -2.578683 -0.181 -0.127 0.325
H 6.342640 -1.422005 -2.938443 -0.105 0.170 0.270
```
Positions in Å, forces in eV/Å.